Molecular formula: C7H18ClN2O2P
Method: DFT, ωB97M-V/def2-TZVPD

Values from the calculation:
Total charge: 0
Max |F| (Eh/bohr): 0.139
HOMO energy (eV): -7.01
Orbital gap (eV): 5.23
Total energy (a.u.): -1338.9221

```
31
C7H18ClN2O2P | the OMol25 dataset | ωB97M-V/def2-TZVPD
C 2.6719 1.7203 -0.3990
C 0.4910 2.5742 0.5141
C 0.1121 -1.7823 -0.9090
C 2.3725 -1.7246 0.3985
C -4.4084 -1.5117 0.0606
C 1.1945 1.4928 -0.3830
C 1.4547 -0.9683 -0.4385
N 0.6519 -0.0666 1.4529
N 1.0342 0.1764 0.2701
O -3.5129 1.1616 0.8432
O -3.0313 -1.1860 -0.0662
P -2.4859 0.2659 0.2918
Cl -2.1906 1.0957 -1.6849
H 3.0435 1.0831 -1.1997
H 3.0038 2.7008 -0.7152
H 2.8195 1.4687 0.6682
H 1.0347 2.5939 1.5064
H -0.5477 2.3113 0.8065
H 0.3971 3.4063 -0.1181
H -0.5455 -1.1241 -1.4816
H 0.3837 -2.6468 -1.3383
H -0.4392 -1.8840 0.1514
H 1.9843 -2.4587 1.0033
H 2.9847 -1.1554 1.2149
H 3.1846 -2.2065 -0.1979
H -4.9739 -0.6487 0.6259
H -4.5851 -2.4317 0.8315
H -5.0274 -1.6253 -0.9451
H 0.5872 1.3707 -1.2621
H 1.8042 -0.7771 -1.4646
H 0.5379 0.7761 1.9640
```

Results of the Löwdin charge analysis, in e, for atoms 1 through 2: atom 1 (C): -0.024, atom 2 (C): -0.041



Molecular formula: C7H18ClNSi
Method: DFT, ωB97M-V/def2-TZVPD

Values from the calculation:
Total charge: 0
ΔE to the lowest compared entry with this formula, charge and spin (eV): 3.709
Max |F| (Eh/bohr): 0.076
HOMO energy (spin up / spin down) (eV): -7.72 / -6.87
Orbital gap (spin up / spin down) (eV): 7.76 / 6.91
Total energy (a.u.): -1081.8439

```
28
C7H18ClNSi | the OMol25 dataset | ωB97M-V/def2-TZVPD
C -2.4817 -2.0867 1.9327
C 0.3284 1.4766 1.1731
C 0.7390 1.3181 -2.9439
C 2.1835 -1.2686 -0.7600
C -1.3306 -1.1198 1.9099
C -1.2035 1.0897 1.0271
C -0.0457 0.0062 -2.8147
N -1.4516 -0.2824 0.7117
Si 0.4245 -1.0304 -1.2817
Cl -0.5036 -2.7570 -1.7108
H -2.4822 -2.6143 2.9039
H -3.4512 -1.7188 1.8428
H -2.5172 -2.9695 1.3001
H 0.5656 2.2996 0.4949
H 0.4864 1.8304 2.1752
H 0.8773 0.5683 0.9916
H 0.5969 1.6829 -3.9338
H 0.3742 1.9483 -2.2037
H 1.7592 0.9949 -2.7379
H 2.3386 -2.3274 -0.6459
H 2.7610 -0.8196 -1.5282
H 2.4052 -1.0262 0.2232
H -1.2846 -0.4493 2.7895
H -0.3477 -1.6337 1.9811
H -2.0485 1.4849 1.7459
H -1.5483 1.7457 0.1004
H 0.2288 -0.5829 -3.7324
H -1.0317 0.3797 -2.7810
```

Results of the Löwdin charge analysis, in e, for atoms 1 through 2: atom 1 (C): -0.119, atom 2 (C): -0.095



Molecular formula: C7H18N
Method: DFT, ωB97M-V/def2-TZVPD

Values from the calculation:
Total charge: +1
ΔE to the lowest compared entry with this formula, charge and spin (eV): 1.184
Max |F| (Eh/bohr): 0.066
HOMO energy (eV): -12.15
Orbital gap (eV): 8.79
Total energy (a.u.): -331.9781

```
26
C7H18N | the OMol25 dataset | ωB97M-V/def2-TZVPD
C 0.2243 -3.7664 1.5173
C 0.3312 -2.2550 1.3983
N -0.8429 -1.7428 0.6027
C -0.6513 -0.3041 0.2217
H 0.2282 -4.2169 0.4935
H 1.0645 -4.1969 2.0696
H -0.7358 -4.0790 1.9967
H 0.3340 -1.6580 2.3449
H 1.2270 -2.0235 0.8219
H -1.7161 -1.8256 1.0346
H -0.9121 -2.3935 -0.2376
H -0.9289 0.3153 1.0818
H -1.2819 -0.0936 -0.6520
H 0.3847 -0.1393 -0.0800
C 0.4064 2.4964 -0.4171
C 0.1228 2.2491 -1.7289
C 1.1437 2.0568 -2.8202
C -0.6281 2.6667 0.6853
H 1.4618 2.5761 -0.0442
H -0.9228 2.0976 -2.0331
H 1.0972 1.0532 -3.1920
H 1.0532 2.7569 -3.6420
H 2.1463 2.1788 -2.4363
H -1.6583 2.3428 0.4297
H -0.6437 3.7441 0.9382
H -0.3036 2.1607 1.6474
```

Results of the Löwdin charge analysis, in e, for atoms 1 through 2: atom 1 (C): -0.071, atom 2 (C): -0.189



Molecular formula: C7H18N
Method: DFT, ωB97M-V/def2-TZVPD

Values from the calculation:
Total charge: +1
ΔE to the lowest compared entry with this formula, charge and spin (eV): 0.719
Max |F| (Eh/bohr): 0.012
HOMO energy (eV): -14.72
Orbital gap (eV): 9.71
Total energy (a.u.): -331.9952

```
26
C7H18N | the OMol25 dataset | ωB97M-V/def2-TZVPD
C -1.1124 2.4437 1.1768
C 0.2759 2.8183 0.6864
C 2.3718 1.5708 0.4977
N 1.1025 1.6027 0.5369
H -1.5869 1.7556 0.4791
H -1.0755 1.9974 2.1675
H -1.7292 3.3369 1.2389
H 0.2182 3.3135 -0.2814
H 0.7750 3.4892 1.3818
H 2.8810 0.6245 0.3856
H 2.9197 2.5030 0.6070
H 0.6009 0.7291 0.3492
C -1.1083 -3.0535 -0.2095
C -0.4363 -1.9952 -1.0775
C -1.1256 -0.6493 -0.8995
C 1.0374 -1.8502 -0.6903
H -0.6150 -4.0150 -0.3409
H -1.0852 -2.7742 0.8460
H -2.1485 -3.1984 -0.5058
H -0.4819 -2.3051 -2.1231
H -0.7285 0.1277 -1.5533
H -0.9512 -0.3379 0.1408
H -2.2001 -0.7102 -1.0482
H 1.5955 -2.7640 -0.8675
H 1.5067 -1.0509 -1.2765
H 1.1002 -1.6084 0.3797
```

Results of the Löwdin charge analysis, in e, for atoms 1 through 2: atom 1 (C): -0.058, atom 2 (C): -0.171